ORCA calculation (ωB97M-V/def2-TZVPD) on 11 unconnected molecules or ions with the total composition C25H66F6O13P in a non-equilibrium geometry.

Geometry as XYZ:
```
111
Properties=species:S:1:pos:R:3:forces:R:3
O -4.6005 -0.8594 -3.1042 -0.04 -0.73 -1.86
C 3.3325 -2.4183 2.3085 -1.03 -1.33 -1.30
H -5.3490 -2.5615 -2.3406 -0.06 -0.56 0.05
H 0.2436 -3.4438 3.4372 0.04 -0.40 -0.10
C 2.0973 1.0630 4.6320 0.60 0.27 1.85
C -5.8836 2.9557 1.8584 0.22 -0.60 -1.62
H -6.4252 3.8831 1.6720 0.12 0.33 0.37
C -3.6197 4.1669 -2.3446 -0.39 -1.75 0.75
H 1.5395 0.6536 3.7898 0.26 0.00 0.16
C -5.6403 -1.8390 -3.1030 0.90 -0.62 0.81
C 2.8654 1.4554 1.2153 1.53 -0.07 -1.58
F 0.8800 -1.2059 -0.5858 0.49 -0.34 0.33
H -0.9540 -2.2311 3.4112 -0.02 0.39 0.61
H -4.8695 -1.4756 0.4810 -0.21 -0.26 0.26
H -5.5853 0.1380 0.5280 0.07 0.34 -1.22
H 3.3862 1.9781 -3.7743 0.26 -0.08 -0.04
C -3.9338 3.6936 0.6595 1.42 -0.90 0.01
H 1.6983 1.7753 -4.0611 -0.24 -0.11 0.25
H 0.1552 -5.5169 -1.7286 0.28 0.11 -0.33
H -1.4031 -0.9668 -3.9945 0.43 0.20 -0.37
H -5.7899 -2.3825 -4.0359 0.38 0.07 -0.45
O 3.1653 2.4485 2.1939 -1.34 -0.60 1.16
H 3.8814 0.2422 -5.4598 0.08 0.12 -0.27
H -2.5310 0.1023 -4.9177 0.08 0.00 -0.26
C -2.8558 3.1583 -0.3271 -1.99 -0.47 -0.56
C -1.1244 1.5811 -3.1324 -0.19 -2.03 -0.47
H -1.3848 2.1978 1.9843 -0.62 0.91 -0.42
C -0.3209 -2.7891 4.1011 0.87 -0.45 -0.47
H -5.4618 2.8744 2.8602 0.37 0.33 -0.03
H -0.2048 1.0030 -3.0414 0.25 -0.02 0.08
H 0.2119 2.9367 1.9992 0.22 -0.73 -0.10
H 2.9291 0.4099 1.5170 -0.36 0.28 1.07
H 5.6659 1.6859 1.6050 -0.09 0.09 0.27
H 4.6374 3.8108 2.5998 0.21 -0.40 0.26
C 2.5537 0.1625 -2.9276 -0.39 -1.45 0.57
H -1.0416 2.3850 -2.4010 -0.85 -0.28 0.12
H 0.2121 -2.7326 -1.4323 0.00 0.16 -0.19
H -3.5817 -2.0354 -4.5537 -0.04 0.14 -0.31
O 2.4735 -0.0065 5.5488 -0.26 -0.26 -0.80
H -0.5602 2.1712 3.4193 0.45 0.18 0.48
O 2.1762 -0.8058 -5.0063 -0.06 -0.02 -1.43
H 1.9229 1.6072 0.6891 -0.21 0.16 0.44
H 4.8788 -4.5718 -1.1972 -0.02 0.04 -0.23
H 2.0188 -1.9624 -3.2952 0.32 0.02 -0.12
C 3.0476 -2.7464 0.8193 0.81 -0.01 0.49
O -4.9519 2.7232 0.7743 -0.70 0.32 0.76
C -2.3252 -0.3864 -3.9653 0.25 1.17 0.99
O -1.0940 -3.5121 5.0332 -0.62 -0.31 0.28
H 4.2766 -2.9132 -1.4964 -0.16 0.02 -0.58
F -0.3872 -2.5002 0.9254 0.57 0.74 0.06
H -2.6894 4.7344 -2.3676 0.29 -0.15 -0.06
H -0.1850 -4.5430 -0.3294 -0.12 0.15 0.02
H -2.8808 -0.5050 -0.1953 -0.11 0.09 -0.26
O -3.4911 2.8903 -1.6039 0.63 2.44 -0.40
H 0.4499 -2.2461 4.6480 -0.26 0.86 -0.27
H -2.4811 2.2000 0.0325 0.01 0.03 -0.14
C -0.7136 2.8306 2.5650 1.93 -1.94 -0.42
H 2.9624 1.6687 4.3619 0.06 -0.52 -0.59
H -3.9526 3.9199 -3.3527 0.17 -0.10 0.05
H 2.0144 0.4555 -2.0268 0.37 -0.06 0.15
C -4.6441 -0.4092 0.4736 0.58 -0.25 1.18
H 4.3421 0.6981 -0.2649 0.12 -0.05 0.21
C 2.6289 1.2166 -3.9612 0.29 1.26 -0.72
H 4.3363 -2.0043 2.4032 0.26 -0.14 0.24
C 3.3328 -3.5047 4.3678 -1.40 0.61 0.15
H 1.5073 1.7683 5.2174 -0.69 0.01 -0.28
C 1.8018 -0.9554 -3.6517 -0.29 0.50 0.64
H 3.1235 -4.4595 4.8501 0.31 0.02 0.01
H -4.3787 4.8113 -1.9009 -0.14 0.02 0.16
P -0.3914 -0.9542 0.3866 -0.84 -0.16 -0.09
H -2.9550 -2.1442 -2.9268 -0.02 -0.01 0.28
O 0.2529 -3.4521 -2.0666 -0.01 -1.08 0.12
H 4.2686 -3.0442 4.6847 0.45 -0.31 -0.22
H 2.5935 -1.7198 2.7009 -0.04 0.41 -0.16
O -1.1050 4.0910 2.9022 -2.14 2.07 0.59
O -2.2310 0.6484 -2.9432 0.39 0.23 -0.47
C 2.8294 0.4514 -5.2661 -0.30 -0.24 1.42
C 4.0357 1.6307 0.2089 -1.27 -0.57 -1.01
H 3.6553 2.2585 -0.5968 0.24 0.18 -0.19
H -2.0488 3.8719 -0.4930 0.18 0.15 0.37
F -1.7006 -0.6344 1.3066 0.58 -0.25 0.04
C -3.3592 -1.4488 -3.6623 -1.57 0.93 1.69
H -1.3780 -4.6937 -1.6409 -0.19 0.17 0.06
C 4.2190 3.2687 1.7518 -1.31 1.17 1.18
H -0.3925 4.7185 3.0445 0.19 -0.58 -0.13
C 5.0624 2.3621 0.9995 2.06 -0.12 -1.36
O 4.0464 -3.6695 0.3609 -0.15 0.41 1.28
O 3.1396 -3.6521 2.9943 1.27 -0.10 -0.57
F -1.3418 -1.4810 -0.8318 -0.08 0.11 0.26
O -3.7041 -0.1370 -0.5244 -0.87 0.62 -0.44
H 3.7712 4.0541 1.1429 0.20 0.22 -0.60
H -6.6188 2.1570 1.7591 0.02 -0.08 0.03
F -0.4825 0.5284 -0.2194 0.17 0.51 0.34
H 2.0472 -3.1614 0.6962 -0.06 -0.11 0.11
H -3.4418 3.7737 1.6288 0.12 0.49 0.22
H -0.4912 -3.8870 5.6795 -0.05 -0.03 -0.03
H -4.1899 -0.1089 1.4179 -0.02 -0.42 0.56
H 3.0950 -1.8339 0.2251 0.02 0.23 -0.10
C 4.0635 -3.8703 -1.0205 0.01 -0.06 0.52
H 3.5275 -0.2901 -2.7403 0.32 0.52 0.51
H 5.7288 2.9318 0.3517 0.29 -0.13 -0.08
H 3.0095 0.3281 6.2716 -0.05 0.29 -0.19
H -6.6488 -1.5523 -2.8051 0.31 1.16 0.06
H -4.2644 4.6726 0.3125 -0.46 0.14 0.13
H 0.7317 -0.8382 -3.4806 -0.24 0.08 -0.43
H 2.3684 1.0569 -6.0466 -0.02 -0.62 -0.50
H 3.1195 -4.3147 -1.3362 -0.12 0.16 -0.46
H -1.1098 1.9818 -4.1459 -0.29 0.29 -0.21
H 2.5541 -2.7931 4.6426 -0.05 0.14 0.89
C -0.3179 -4.5879 -1.4104 0.15 0.08 -0.07
F 0.6008 -0.4828 1.5863 -0.41 -0.27 -0.35
```
Positions in Å, forces in eV/Å.

Output
E_HOMO: -6.2 eV
HOMO-LUMO gap: 0.312 Eh
Net charge: -1
Relative energy (zero: lowest compared OMol25 entry of this formula, charge and spin): 34.1 kcal/mol

Löwdin atomic charge list, values in e, 5 entries: number 1, O, carries -0.1799; number 2, C, carries -0.1766; number 3, H, carries 0.0792; number 4, H, carries 0.0704; number 5, C, carries -0.1205

***

ORCA calculation (ωB97M-V/def2-TZVPD) on C3H6Si in the gas phase in a non-equilibrium geometry.

Geometry as XYZ:
```
10
Properties=species:S:1:pos:R:3:forces:R:3
H -2.9410 -0.6587 -0.8562 -1.98 -1.56 -2.24
C 1.0668 -0.0792 -0.2038 1.75 -0.17 -0.23
H -1.8404 -0.7998 1.2475 -0.23 -0.62 0.05
H 3.1261 0.5248 0.2804 -1.07 0.60 -0.59
H -0.2201 1.2129 -0.2371 0.42 -0.97 -0.16
H -2.3524 1.1555 0.3022 -0.42 0.80 -0.05
C 2.3436 -0.2035 0.0238 1.70 0.34 0.77
Si -1.9642 -0.1792 -0.0738 4.21 1.53 2.22
C -0.1173 0.1327 -0.6410 -3.72 1.24 0.03
H 2.8989 -1.1054 0.1581 -0.65 -1.19 0.19
```
Positions in Å, forces in eV/Å.

Output
E_HOMO: -7.4 eV
SMILES: C=C=C[SiH3]
HOMO-LUMO gap: 0.258 Eh
Relative energy (zero: lowest compared OMol25 entry of this formula, charge and spin): 78.6 kcal/mol

Löwdin atomic charge list, values in e, 5 entries: number 1, H, carries -0.1377; number 2, C, carries -0.2298; number 3, H, carries -0.0776; number 4, H, carries 0.0695; number 5, H, carries 0.0941

***

ORCA calculation (ωB97M-V/def2-TZVPD) on 2 unconnected molecules or ions with the total composition C12H13N7O2 in a non-equilibrium geometry.

Geometry as XYZ:
```
34
Properties=species:S:1:pos:R:3:forces:R:3
H -1.3615 -4.8352 2.6701 0.06 0.08 0.06
N 2.2647 3.0273 0.2716 -2.69 3.37 1.36
C 0.5636 2.8410 -1.5006 -1.76 -0.36 -1.88
C -0.5965 -4.0486 2.7166 -0.09 0.03 -0.35
N 2.2455 3.9272 1.2665 1.08 -1.25 -0.42
H 0.1682 -5.9400 0.9042 0.06 0.18 0.07
H 1.2596 -4.8841 -0.0079 -0.12 0.01 0.19
C -1.1134 -1.9177 0.6589 0.51 0.38 -0.37
N -1.1705 2.8474 -3.1970 -1.36 -1.24 -2.77
H 1.6419 -5.3074 1.6767 -0.05 -0.03 -0.10
C 0.4670 4.4870 0.2626 2.36 -1.26 0.74
H 1.8929 -0.6934 -1.2657 0.35 0.19 -0.19
N 0.0808 -3.8979 1.4348 -0.01 -0.30 0.16
C 0.0364 -2.7234 0.7126 0.00 0.41 -0.21
H -2.1329 4.8746 -1.7739 -0.01 0.00 -0.05
C -1.1014 -0.7364 -0.0868 0.18 -0.92 0.67
H -1.9977 -0.1494 -0.1352 -0.34 0.30 -0.04
N 1.2362 4.8183 1.3413 0.10 -2.40 -2.59
O -0.9106 1.6636 -3.5097 -0.15 2.42 0.95
H -1.1629 5.8678 0.2895 0.07 -0.11 -0.01
C 0.8283 -5.0637 0.9805 0.07 0.34 0.12
C -0.6078 3.3995 -1.9932 0.99 -0.17 0.79
H 1.0092 2.0019 -1.9990 0.32 -0.24 0.15
C 1.0380 -1.0423 -0.7190 -0.06 -1.02 0.56
N -0.0489 -0.2852 -0.7565 -0.02 0.37 -0.19
H 0.1230 -4.3162 3.5042 -0.07 0.02 -0.18
C -1.2218 4.4826 -1.3447 -0.69 0.11 -0.71
N 1.0693 3.3805 -0.4249 0.94 1.88 2.97
H -1.0793 -3.1126 3.0102 0.13 -0.16 -0.10
C 1.1361 -2.2479 -0.0195 -0.53 0.44 -0.19
H -2.0025 -2.2348 1.1590 -0.47 -0.03 0.19
O -1.9090 3.5791 -3.9013 1.44 -1.13 1.76
H 2.0542 -2.7934 -0.0075 0.48 -0.17 -0.09
C -0.6985 5.0316 -0.2166 -0.70 0.26 -0.33
```
Positions in Å, forces in eV/Å.

Output
E_HOMO: -8.3 eV
SMILES: O=[N+]([O-])c1ccc2nnnn2c1.CN(C)c1ccncc1
HOMO-LUMO gap: 0.268 Eh

Löwdin atomic charge list, values in e, 5 entries: number 1, H, carries 0.0872; number 2, N, carries 0.0886; number 3, C, carries 0.0288; number 4, C, carries -0.0618; number 5, N, carries -0.0634

***

ORCA calculation (ωB97M-V/def2-TZVPD) on 3 unconnected molecules or ions with the total composition C3H8NO3S in a non-equilibrium geometry.

Geometry as XYZ:
```
16
Properties=species:S:1:pos:R:3:forces:R:3
H -0.1042 1.2747 -0.2739 -0.80 -0.07 -0.07
H 1.1611 1.1431 -1.4554 0.42 0.21 0.48
C 0.3799 -0.7004 -1.0138 -0.36 -0.26 -1.75
H 1.2281 -1.0885 -1.5422 0.58 -0.63 0.29
S -0.7936 -0.5499 -2.6743 -1.77 -2.36 4.85
O -0.2091 -0.0719 1.9546 2.97 0.22 0.34
O -2.5928 -0.6088 0.4288 0.10 -0.11 -1.94
C 0.9984 0.3902 2.0120 -1.59 2.81 -0.85
O 1.6214 1.0124 2.9243 -1.07 -2.19 -1.59
H -1.9716 -1.4829 -1.3939 2.03 1.22 -3.36
H 0.0451 -1.3543 -0.1960 -0.38 0.20 -0.70
H -1.9523 -0.2102 1.0412 0.67 -0.19 -0.10
H -2.1677 -0.5889 -0.5071 -0.85 0.87 2.60
H 1.9417 1.5543 0.6665 1.23 1.86 0.55
C 0.7340 0.6590 -0.5635 0.40 0.70 0.92
N 1.6816 0.6222 0.5928 -1.57 -2.30 0.33
```
Positions in Å, forces in eV/Å.

Output
E_HOMO: -5.0 eV
HOMO-LUMO gap: 0.257 Eh
Net charge: -1
Relative energy (zero: lowest compared OMol25 entry of this formula, charge and spin): 91.9 kcal/mol

Löwdin atomic charge list, values in e, 5 entries: number 1, H, carries 0.0977; number 2, H, carries 0.0950; number 3, C, carries -0.4808; number 4, H, carries 0.0267; number 5, S, carries 0.4521

***

ORCA calculation (ωB97M-V/def2-TZVPD) on a molecular structure, ClH14O7Zr in a non-equilibrium geometry.

Geometry as XYZ:
```
23
Properties=species:S:1:pos:R:3:forces:R:3
Cl 0.8447 0.5916 2.7587 -1.13 -0.75 -2.66
Zr 0.0507 0.1265 0.3121 2.01 -0.04 3.83
H 2.3498 1.6635 -0.6870 0.24 0.58 -0.45
O -1.5278 0.3354 -1.1925 -0.55 0.24 -0.32
H -2.7110 1.0248 1.0248 -0.49 0.54 -0.12
H 0.5702 2.9193 -0.1119 0.60 0.58 0.25
H -2.4515 0.1373 -1.0386 -0.72 -0.11 0.10
H -2.1748 0.2205 2.1898 0.17 -0.23 1.05
H -0.6456 -2.6563 0.2797 0.61 -0.71 0.28
H 1.9984 -1.7624 1.6375 0.04 0.09 1.06
H 2.9413 0.5857 0.1964 0.54 -0.34 0.68
O 1.6003 -1.6065 0.7811 -0.63 0.53 -0.37
O -0.1428 2.3208 0.1106 0.15 -0.61 -0.40
O 0.7273 -0.8486 -1.5860 -0.04 0.20 -0.11
O -1.9667 0.4867 1.2943 0.31 -0.11 -0.52
O -1.0464 -1.7871 0.2787 0.21 0.04 0.02
H 0.1491 -1.3675 -2.1451 -0.52 -0.50 -0.34
H -0.9385 2.8370 -0.0182 -0.73 0.37 0.05
O 2.1083 0.9161 -0.1399 -0.59 0.07 -0.50
H -1.9730 -1.9503 0.1025 -0.77 0.00 0.11
H 1.5327 -0.7550 -2.0948 0.81 0.22 -0.24
H -1.4886 0.5977 -2.1122 0.24 0.36 -0.82
H 2.1938 -2.0289 0.1601 0.23 -0.41 -0.57
```
Positions in Å, forces in eV/Å.

Output
E_HOMO: -21.2 eV
HOMO-LUMO gap: 0.313 Eh
Net charge: +3
Relative energy (zero: lowest compared OMol25 entry of this formula, charge and spin): 0.0 kcal/mol

Löwdin atomic charge list, values in e, 5 entries: number 1, Cl, carries 0.1020; number 2, Zr, carries 1.7969; number 3, H, carries 0.1251; number 4, O, carries -0.0861; number 5, H, carries 0.1235

***

ORCA calculation (ωB97M-V/def2-TZVPD) on 2 unconnected molecules or ions with the total composition C2H5FIN in a non-equilibrium geometry.

Geometry as XYZ:
```
10
Properties=species:S:1:pos:R:3:forces:R:3
C -0.6307 1.7424 0.1479 -1.09 0.58 -2.65
N -2.9332 -1.6369 0.4454 -0.30 -0.21 1.12
C -0.3257 1.0606 -0.9863 2.21 0.10 1.04
H 0.4180 0.2006 -0.9608 -1.46 0.70 0.14
H -0.4453 1.4598 -2.0125 -0.31 -0.08 0.91
F -3.9240 -2.1208 1.4269 1.22 0.51 -0.84
H -1.1917 2.7134 -0.0382 0.65 -1.30 0.74
H -2.0921 -1.4675 1.0693 -1.36 0.23 -0.68
H -0.5409 1.3726 1.1625 0.37 0.08 -0.16
I -3.7360 0.1660 -0.2453 0.07 -0.62 0.37
```
Positions in Å, forces in eV/Å.

Output
E_HOMO: -9.4 eV
SMILES: C=C.FNI
HOMO-LUMO gap: 0.323 Eh
Relative energy (zero: lowest compared OMol25 entry of this formula, charge and spin): 92.6 kcal/mol

Löwdin atomic charge list, values in e, 5 entries: number 1, C, carries -0.1620; number 2, N, carries -0.4404; number 3, C, carries -0.1513; number 4, H, carries 0.0635; number 5, H, carries 0.0498

***

ORCA calculation (ωB97M-V/def2-TZVPD) on C6H7NO in the gas phase in a non-equilibrium geometry.

Geometry as XYZ:
```
15
Properties=species:S:1:pos:R:3:forces:R:3
H 3.8156 -0.6434 -0.9033 0.02 -0.24 -0.05
C -0.7509 0.7993 -0.3988 0.60 -0.42 1.34
H -0.7211 -2.6679 0.1049 0.03 -0.16 0.47
C -0.3509 -0.5949 0.1763 -0.17 -0.24 -2.21
H -2.1340 2.3376 0.1477 -0.14 0.03 0.51
H -1.6094 0.8053 1.3215 -1.30 2.09 -1.02
C 2.0141 -0.3529 0.0878 -0.44 0.06 0.24
H -2.8270 0.6415 0.0880 -0.16 0.26 -0.21
H -2.1615 -1.5876 -0.2589 -0.14 0.10 -0.22
C -1.1302 -1.6752 0.0324 0.27 0.65 0.00
H 3.6210 0.9346 0.0257 -0.06 0.19 0.03
C 3.2182 -0.0206 -0.2630 0.44 0.19 -0.23
N 0.9625 -0.7185 0.5714 0.69 -0.42 0.33
O 0.0221 1.4641 -1.0361 -0.25 -0.39 -0.18
C -1.9686 1.2785 0.3044 0.63 -1.70 1.19
```
Positions in Å, forces in eV/Å.

Output
E_HOMO: -8.6 eV
SMILES: C=C=NC(=C)C(C)=O
HOMO-LUMO gap: 0.333 Eh
Relative energy (zero: lowest compared OMol25 entry of this formula, charge and spin): 59.9 kcal/mol

Löwdin atomic charge list, values in e, 5 entries: number 1, H, carries 0.0519; number 2, C, carries -0.4186; number 3, H, carries 0.0680; number 4, C, carries -0.3120; number 5, H, carries 0.0873

***

ORCA calculation (ωB97M-V/def2-TZVPD) on a gas-phase ion, C6H8FN2O3 (charge -1) in a non-equilibrium geometry.

Geometry as XYZ:
```
20
Properties=species:S:1:pos:R:3:forces:R:3
C 1.0938 -1.5871 -0.6297 0.31 2.84 -0.53
H -1.6300 3.0101 1.0067 -0.45 2.34 0.51
H 1.7135 1.2684 -0.1456 -0.76 -0.17 0.37
N -1.1132 1.1215 1.2128 0.84 -1.56 -2.39
F 0.5560 -1.2501 1.6992 -0.07 -0.32 -0.36
H 0.6973 -2.5109 -0.5177 -1.20 -2.89 0.32
C -0.7686 0.0017 0.1301 -0.85 0.33 1.14
C -1.2516 2.1810 0.5289 0.15 -2.77 -0.34
C -1.9266 -1.2058 -0.0571 0.59 2.10 0.97
C 0.6607 -0.6410 0.4408 0.16 2.68 0.41
O -2.8110 -1.1653 0.8035 0.10 -0.77 -0.54
H 0.6635 -1.1529 -1.5201 -0.01 -0.28 -0.62
O -1.1421 2.1947 -0.8264 0.45 -0.61 0.71
H 2.1507 -1.5756 -0.7506 0.99 -0.30 0.12
N -1.0142 0.7513 -1.1486 0.81 0.47 -0.74
H -0.2828 0.7263 -1.9001 -0.55 -0.01 1.25
H 2.7333 0.2168 0.5495 1.84 -1.53 -0.04
C 1.7328 0.4853 0.6400 -1.57 0.64 -1.02
H 1.6624 0.9348 1.6067 -0.56 0.45 0.55
O -1.7239 -1.8035 -1.1223 -0.21 -0.63 0.22
```
Positions in Å, forces in eV/Å.

Output
E_HOMO: -3.8 eV
SMILES: CC(C)(F)[C@@]1(C(=O)[O-])N=CON1
HOMO-LUMO gap: 0.268 Eh
Net charge: -1
Relative energy (zero: lowest compared OMol25 entry of this formula, charge and spin): 0.0 kcal/mol

Löwdin atomic charge list, values in e, 5 entries: number 1, C, carries -0.0165; number 2, H, carries 0.0896; number 3, H, carries 0.0893; number 4, N, carries 0.1646; number 5, F, carries 0.0000

***

> The lowest E_HOMO belongs to which entry?

ClH14O7Zr

***

> The highest HOMO-LUMO gap belongs to which entry?

C6H7NO